The following is a quantum chemistry calculation of the ion C7H8N3O3 with charge -1 at a distorted geometry, from the Open Molecules 2025 dataset.

```
21
Properties=species:S:1:pos:R:3:lowdin_charge:R:1
C 0.628 1.742 1.177 0.01
C 0.177 2.457 0.176 -0.19
C 0.857 0.278 1.419 -0.44
C -1.712 -0.197 -0.826 -0.26
C 0.549 0.368 -1.736 -0.28
C -0.306 -0.185 -0.685 -0.32
C 0.298 -2.046 0.779 -0.23
N -2.552 -0.445 0.150 0.03
N 0.274 0.636 -2.996 0.00
N 0.362 -0.563 0.506 -0.01
O -0.316 3.260 -0.521 0.15
O 1.539 -0.099 2.382 -0.01
O 0.282 -2.466 2.072 -0.03
H 1.181 2.382 1.732 0.08
H -1.816 0.328 -1.799 0.10
H 1.627 0.510 -1.371 0.12
H 1.155 -2.398 0.168 0.13
H -0.749 -2.494 0.445 0.16
H -3.492 -0.240 -0.147 -0.01
H 0.994 1.201 -3.391 -0.02
H 1.019 -2.026 2.466 0.05
```

The calculation puts the energy above the lowest of the compared OMol25 structures with the same formula, charge and spin at 34.6 kcal/mol. As for the spin multiplicity: 1. Its total energy is -18000.34187 eV. The value obtained for the strongest force on any atom is 3.40 eV Å⁻¹. For the LUMO energy, the calculation gives 3.517 eV. As for the net charge: -1. The frontier orbital gap is 6.8 eV.

The following is a quantum chemistry calculation of the ion C7H8N3O5 with charge -1 at a distorted geometry, from the Open Molecules 2025 dataset.

```
23
Properties=species:S:1:pos:R:3:lowdin_charge:R:1
C 0.548 -0.773 0.802 -0.03
C 0.867 0.630 0.461 -0.44
C -0.726 -1.171 0.313 -0.16
C -1.333 -0.001 -0.285 -0.08
C -0.421 1.087 -0.167 -0.22
C 2.417 2.374 0.514 -0.09
C -1.800 -2.969 -0.915 -0.01
N -0.588 2.342 -0.444 0.17
N 0.591 0.547 1.893 -0.09
N -2.604 0.099 -0.767 -0.35
O 1.473 0.471 2.790 -0.16
O -3.472 -0.779 -0.447 -0.05
O -2.859 0.986 -1.586 0.01
O 2.107 1.062 0.015 -0.08
O -0.968 -2.473 0.165 -0.07
H 1.212 -1.640 0.959 0.16
H 1.584 3.014 0.390 0.03
H 3.229 2.875 -0.364 0.15
H 2.816 2.370 1.505 0.06
H -1.691 -4.005 -0.627 0.10
H -1.317 -2.475 -1.700 0.08
H -2.814 -2.570 -0.742 0.07
H -1.477 2.425 -0.839 0.00
```

The calculation puts the energy above the lowest of the compared OMol25 structures with the same formula, charge and spin at 130.9 kcal/mol. As for the spin multiplicity: 1. Its total energy is -22088.93704 eV. The value obtained for the strongest force on any atom is 4.69 eV Å⁻¹. For the LUMO energy (alpha / beta), the calculation gives 3.166 / 3.168 eV. As for the net charge: -1. The frontier orbital gap (alpha / beta) is 6.8 / 6.8 eV.

The following is a quantum chemistry calculation of the ion C7H8N3OS with charge -1 at a distorted geometry, from the Open Molecules 2025 dataset.

```
20
Properties=species:S:1:pos:R:3:lowdin_charge:R:1
C 3.213 -1.453 0.285 -0.22
C 2.599 -0.421 0.925 -0.08
C 1.152 -1.599 -0.248 -0.65
C -1.396 -0.896 -0.005 -0.35
C 0.181 0.240 0.916 -0.15
C -2.102 1.218 -1.531 -0.12
C -2.414 -0.147 -0.819 -0.44
N 2.341 -2.170 -0.417 0.03
N 1.284 -0.490 0.547 -0.08
N 0.285 1.274 1.619 -0.20
O -0.676 2.037 1.981 -0.23
S -0.301 -1.763 -1.182 0.87
H 4.197 -1.851 0.514 0.09
H 2.710 0.395 1.662 0.10
H -1.813 1.779 -0.589 0.07
H -2.855 1.892 -1.882 0.04
H -1.306 1.190 -2.237 0.04
H -3.052 -0.836 -1.479 0.08
H -3.236 0.060 -0.112 0.08
H 1.189 1.540 2.052 0.13
```

As for the expectation value of S²: 2.0116. As for the spin multiplicity: 3. Its total energy is -24734.67862 eV. The value obtained for the strongest force on any atom is 3.77 eV Å⁻¹. For the LUMO energy (alpha / beta), the calculation gives 3.526 / 3.325 eV. As for the net charge: -1. The frontier orbital gap (alpha / beta) is 4.6 / 7.1 eV.

The following is a quantum chemistry calculation of a cluster of 2 separate species, C7H8N3P in total at a distorted geometry, from the Open Molecules 2025 dataset.

```
19
Properties=species:S:1:pos:R:3:lowdin_charge:R:1
C 2.704 0.962 -2.195 0.04
C 2.783 0.269 -1.210 -0.50
C -1.883 -1.506 -0.551 -0.09
C -1.539 0.481 0.701 -0.08
C -2.414 -0.307 -0.059 -0.30
C 0.084 -1.010 0.359 -0.23
C 2.967 0.382 1.478 -0.40
N -0.621 -1.850 -0.345 0.07
N -0.279 0.122 0.894 0.06
N -3.729 0.047 -0.253 0.09
P 2.987 -0.860 0.102 0.88
H 2.595 1.596 -3.026 0.01
H -2.487 -2.188 -1.140 0.11
H -1.858 1.418 1.142 0.11
H 3.731 1.145 1.323 0.03
H 3.155 -0.128 2.423 0.02
H 1.980 0.849 1.511 0.00
H -4.226 -0.447 -0.978 0.09
H -3.950 1.025 -0.176 0.09
```

The calculation puts the energy above the lowest of the compared OMol25 structures with the same formula, charge and spin at 39.2 kcal/mol. As for the spin multiplicity: 1. Its total energy is -21142.86736 eV. The value obtained for the strongest force on any atom is 2.62 eV Å⁻¹. For the LUMO energy, the calculation gives -0.688 eV. The frontier orbital gap is 6.9 eV.